1.
The following is a quantum chemistry calculation of a 2-piece molecular cluster, C3H13N2OP overall in a non-equilibrium geometry, from the Open Molecules 2025 dataset.

The geometry in XYZ format:
```
20
Properties=species:S:1:pos:R:3:lowdin_charge:R:1
C -2.01 -0.80 0.21 -0.23
C 0.02 0.99 1.26 -0.27
C 1.65 0.17 -2.76 0.12
N -0.02 0.53 2.74 0.11
N 2.42 1.14 -2.46 0.21
O 0.38 -1.69 1.02 -0.34
P -0.19 -0.50 0.00 0.89
H -2.29 -0.39 1.19 0.04
H -2.58 -0.30 -0.57 0.05
H -2.12 -1.88 0.12 0.06
H -0.75 1.79 1.23 0.11
H 0.96 1.52 1.09 0.08
H 1.84 -0.81 -2.32 0.11
H 0.85 0.50 -3.39 0.12
H -1.02 0.35 3.08 0.18
H 0.53 -0.47 2.86 0.22
H 0.25 1.33 3.31 0.15
H 2.43 1.98 -2.95 0.13
H 3.17 1.05 -1.80 0.16
H 1.11 -2.28 0.69 0.10
```

Energy relative to the best compared isomer or geometry (same formula, charge and spin) in kcal per mole: 0.0
HOMO energy in eV: -16.9
E_LUMO in eV: -8.230
Charge: +2

---

2.
The following is a quantum chemistry calculation of an isolated ion of composition C3H13N2Si and charge +1 in a non-equilibrium geometry, from the Open Molecules 2025 dataset.

The geometry in XYZ format:
```
19
Properties=species:S:1:pos:R:3:lowdin_spin:R:1
C -2.78 -0.85 -0.16 0.01
C -1.70 0.03 -0.78 0.03
C 0.61 0.94 0.11 0.21
N 1.73 0.32 0.71 0.83
N -0.68 0.20 0.32 0.12
Si 3.20 -0.33 0.12 0.23
H -3.55 -0.89 -0.91 0.00
H -2.35 -1.74 0.26 0.00
H -3.16 -0.31 0.65 0.00
H -2.11 0.93 -1.01 0.01
H -1.32 -0.43 -1.65 0.01
H 0.81 0.95 -0.95 0.01
H 0.41 1.97 0.35 0.07
H 1.67 0.67 1.71 0.19
H -1.22 0.77 0.98 0.07
H -0.56 -0.71 0.71 0.04
H 3.07 -0.59 -1.41 0.02
H 4.31 0.65 0.31 0.09
H 3.62 -1.57 0.63 0.05
```

Energy relative to the best compared isomer or geometry (same formula, charge and spin) in kcal per mole: 60.4
HOMO energy (alpha / beta) in eV: -7.7 / -16.0
E_LUMO (alpha / beta) in eV: -2.931 / -8.579
Multiplicity: 3
Charge: +1

---

3.
The following is a quantum chemistry calculation of a 2-piece molecular cluster, C3H13N3 overall in a non-equilibrium geometry, from the Open Molecules 2025 dataset.

The geometry in XYZ format:
```
19
Properties=species:S:1:pos:R:3:lowdin_charge:R:1
C 0.59 -0.61 -2.23 -0.15
N 0.44 -1.71 -1.22 -0.18
C 1.78 -2.41 -1.15 -0.16
H 1.25 -1.12 -3.07 0.10
H 1.23 0.21 -1.81 0.07
H -0.39 -0.40 -2.55 0.04
H 0.12 -1.47 -0.30 0.05
H 1.80 -3.18 -1.91 0.06
H 2.69 -1.82 -1.14 0.06
H 1.79 -2.95 -0.20 0.06
N -1.39 2.70 1.85 -0.04
C -0.76 1.66 1.05 -0.37
N -0.67 0.25 1.70 0.00
H -1.40 3.58 1.34 0.07
H -2.27 2.38 2.18 0.05
H 0.31 1.94 0.83 0.11
H -1.32 1.73 0.08 0.10
H -1.64 0.01 1.58 0.03
H -0.50 0.58 2.68 0.08
```

Structure (SMILES): CNC.NCN
Energy relative to the best compared isomer or geometry (same formula, charge and spin) in kcal per mole: 38.0
HOMO energy in eV: -8.5
E_LUMO in eV: 0.958